1.
99
Properties=species:S:1:pos:R:3:mulliken_charge:R:1 method="wB97M-V/def2-TZVPD" e_tot_ha=-5017.292932
C 6.397 2.737 0.476 -0.83
C 6.552 4.174 1.014 -0.51
C 5.672 4.512 2.210 -0.52
O 4.444 5.161 1.844 -0.50
C 3.489 4.307 1.422 0.30
N 3.373 4.050 0.174 -0.23
C 2.381 3.187 -0.201 0.14
C 2.202 2.901 -1.570 0.94
C 3.132 3.629 -2.498 -1.48
O 2.647 4.973 -2.623 -0.32
C 3.390 5.841 -3.314 0.84
F 3.600 6.941 -2.606 -0.26
F 4.582 5.351 -3.670 -0.28
F 2.769 6.207 -4.437 -0.27
C 1.196 2.033 -1.953 0.92
P 0.743 1.765 -3.731 -0.05
O 0.916 3.284 -4.305 -0.37
Cl 2.506 0.852 -4.375 -0.26
C 0.368 1.380 -0.975 0.15
C -0.689 0.379 -1.395 -1.41
C -0.211 -0.876 -2.128 -0.70
C 0.836 -1.775 -1.447 -0.28
S 0.962 -1.724 0.359 -0.22
C 0.519 1.699 0.359 1.10
C -0.360 1.169 1.462 -1.69
C -1.426 2.206 1.886 -0.78
C -2.852 1.717 1.687 -0.62
Cl -3.416 0.764 3.094 -0.22
C 1.530 2.605 0.745 -0.39
N 1.670 2.914 2.072 -0.37
C 2.603 3.729 2.396 0.50
N 2.774 4.103 3.760 -0.59
C 3.068 3.205 4.540 0.76
O 3.324 2.351 5.297 -0.43
H 7.362 2.245 0.400 0.35
H 5.778 2.125 1.132 0.28
H 5.926 2.735 -0.504 0.06
H 6.363 4.882 0.212 0.29
H 7.583 4.305 1.339 0.44
H 6.178 5.200 2.880 0.36
H 5.456 3.593 2.763 0.23
H 3.225 3.147 -3.461 0.74
H 4.120 3.636 -2.045 0.25
H 1.678 3.402 -4.883 0.33
H -1.281 0.055 -0.549 -0.01
H -1.384 0.892 -2.066 0.52
H 0.171 -0.641 -3.115 0.27
H -1.100 -1.484 -2.299 0.48
H 1.820 -1.618 -1.878 0.00
H 0.587 -2.810 -1.666 0.42
H 2.020 -0.919 0.477 0.10
H 0.277 0.983 2.321 0.49
H -0.825 0.232 1.182 0.89
H -1.311 3.133 1.326 0.34
H -1.292 2.458 2.935 0.40
H -3.546 2.544 1.582 0.44
H -2.934 1.073 0.818 0.22
C 4.040 -7.681 -1.590 -1.11
C 3.616 -6.577 -0.648 -0.21
O 4.222 -5.318 -1.013 -0.32
C 3.626 -4.645 -1.980 0.32
O 2.646 -4.956 -2.591 -0.52
C 4.356 -3.305 -2.202 0.95
F 5.681 -3.459 -2.222 -0.26
F 4.038 -2.469 -1.206 -0.23
F 3.975 -2.754 -3.349 -0.24
H 5.127 -7.756 -1.625 0.30
H 3.635 -8.633 -1.249 0.38
H 3.679 -7.495 -2.601 0.32
H 3.963 -6.768 0.364 0.32
H 2.533 -6.461 -0.621 0.31
C -3.593 -4.655 -5.564 -1.04
C -4.919 -4.732 -4.841 -0.21
O -4.746 -5.173 -3.477 -0.34
C -4.388 -4.244 -2.608 0.38
O -4.196 -3.085 -2.820 -0.52
C -4.281 -4.866 -1.199 0.89
F -3.636 -6.034 -1.233 -0.25
F -5.507 -5.074 -0.707 -0.26
F -3.630 -4.045 -0.384 -0.22
H -3.077 -5.614 -5.516 0.30
H -3.756 -4.397 -6.610 0.37
H -2.947 -3.899 -5.119 0.27
H -5.570 -5.476 -5.293 0.32
H -5.438 -3.775 -4.847 0.32
C -5.999 -0.391 5.447 -1.03
C -6.657 0.920 5.085 -0.12
O -8.088 0.861 5.280 -0.33
C -8.515 1.055 6.515 0.32
O -7.859 1.276 7.488 -0.51
C -10.058 1.001 6.540 0.91
F -10.520 -0.028 5.826 -0.25
F -10.554 2.131 6.020 -0.25
F -10.496 0.882 7.787 -0.24
H -6.443 -1.211 4.884 0.28
H -4.936 -0.344 5.217 0.28
H -6.112 -0.612 6.508 0.36
H -6.526 1.141 4.029 0.29
H -6.247 1.749 5.659 0.33

---

2.
75
Properties=species:S:1:pos:R:3:lowdin_spin:R:1 method="wB97M-V/def2-TZVPD" spin_multiplicity=2 total_charge=+2 relative_energy_kcal_mol=13.2
Ir 0.435 -0.906 0.223 0.77
Cl -3.649 -1.957 -0.338 0.00
C -4.022 -0.936 1.018 0.00
C -5.193 -1.151 1.719 0.00
C -5.485 -0.352 2.815 0.00
C -4.599 0.638 3.209 0.00
C -3.435 0.862 2.493 0.00
C -3.137 0.098 1.363 0.00
P -1.651 0.413 0.355 0.05
C -2.206 0.809 -1.331 0.02
C -1.233 0.840 -2.332 0.01
C -1.586 1.101 -3.645 0.00
C -2.915 1.335 -3.968 0.00
C -3.884 1.315 -2.976 0.00
C -3.536 1.051 -1.660 0.00
C -1.048 1.978 1.053 0.00
C -0.300 1.909 2.233 0.01
C 0.155 3.071 2.833 0.00
C -0.128 4.302 2.253 0.00
C -0.877 4.371 1.088 0.00
C -1.338 3.211 0.479 0.00
H -5.873 -1.935 1.417 0.00
H -6.403 -0.506 3.365 0.00
H -4.822 1.254 4.069 0.00
H -2.768 1.651 2.804 0.00
H -0.194 0.681 -2.067 0.00
H -0.828 1.119 -4.418 0.00
H -3.195 1.532 -4.994 0.00
H -4.916 1.516 -3.228 0.00
H -4.303 1.043 -0.896 0.00
H -0.081 0.940 2.671 0.01
H 0.736 3.018 3.745 0.00
H 0.243 5.209 2.709 0.00
H -1.102 5.333 0.646 0.00
H -1.926 3.267 -0.428 0.00
N -0.673 -2.877 0.683 0.01
C 0.023 -4.163 0.947 0.00
C 0.904 -4.623 -0.214 0.00
C 2.067 -3.671 -0.514 0.00
C 1.959 -2.920 -1.832 0.00
N 0.840 -1.938 -1.823 0.09
H -1.262 -2.648 1.480 0.00
H -1.302 -3.000 -0.106 0.00
H -0.720 -4.940 1.142 0.00
H 0.624 -4.046 1.849 0.00
H 0.286 -4.769 -1.107 0.00
H 1.301 -5.599 0.062 0.00
H 3.004 -4.229 -0.536 0.00
H 2.148 -2.932 0.283 0.00
H 1.821 -3.622 -2.657 0.00
H 2.888 -2.373 -1.996 0.00
H -0.034 -2.425 -1.999 0.01
H 0.973 -1.280 -2.584 0.00
C 3.738 0.988 1.916 -0.01
C 3.360 -0.056 0.820 0.00
C 4.581 -0.981 0.631 0.00
C 2.221 -0.832 1.294 0.00
C 2.975 0.697 -0.432 0.00
C 3.823 0.874 -1.521 0.00
C 3.436 1.670 -2.590 0.00
C 2.189 2.288 -2.603 0.00
C 1.333 2.120 -1.527 0.00
C 1.722 1.322 -0.456 0.00
H 4.011 0.477 2.840 0.00
H 2.909 1.666 2.116 0.00
H 4.590 1.572 1.572 0.00
H 4.700 -1.645 1.488 0.00
H 5.482 -0.374 0.558 0.00
H 4.489 -1.595 -0.263 0.00
H 2.351 -1.348 2.248 0.01
H 4.806 0.425 -1.533 0.00
H 4.126 1.832 -3.406 0.00
H 1.895 2.902 -3.443 0.00
H 0.380 2.633 -1.502 0.00
H 1.097 1.297 0.440 0.00

---

3.
87
Properties=species:S:1:pos:R:3:mulliken_charge:R:1 method="wB97M-V/def2-TZVPD" e_tot_ha=-3429.268196
C -4.421 2.013 -2.843 -0.96
C -4.076 0.857 -2.286 -0.99
C -3.048 0.771 -1.213 0.97
C -1.707 0.712 -1.560 -0.84
C -0.714 0.646 -0.594 -1.51
C -1.083 0.616 0.739 1.45
C -2.428 0.685 1.080 -0.50
O -2.730 0.741 2.431 -0.44
N -3.412 -0.406 2.998 0.13
O -3.116 -1.411 2.507 -0.22
C -3.437 0.771 0.133 1.15
C -4.887 0.899 0.526 -1.39
C -5.291 2.369 0.750 -1.06
C -5.308 2.840 2.193 0.97
F -4.138 3.419 2.553 -0.27
F -5.564 1.855 3.079 -0.27
F -6.271 3.784 2.370 -0.30
S 0.098 0.521 2.028 -0.42
C 1.451 -0.169 1.122 1.66
C 2.414 -0.801 1.902 -0.41
O 2.206 -0.835 3.257 -0.64
C 1.502 -2.020 3.714 -0.61
C 2.149 -2.554 4.991 -0.40
C 2.446 -4.068 4.960 -1.20
C 3.556 -1.341 1.330 0.54
C 4.556 -1.916 2.317 1.44
C 5.563 -0.862 2.804 -1.55
F 5.223 -3.048 1.859 -0.34
C 3.722 -1.272 -0.066 0.30
C 4.990 -1.860 -0.655 -1.09
C 4.913 -3.360 -0.952 -1.32
C 2.743 -0.639 -0.862 1.09
P 3.063 -0.571 -2.659 0.47
N 3.531 -1.901 -3.291 -0.78
O 4.158 0.600 -2.759 -0.56
O 1.791 0.013 -3.437 -0.44
C 1.603 -0.068 -0.253 -2.04
N 0.642 0.639 -1.049 0.98
S 1.201 2.278 -1.284 -0.17
H -5.324 2.126 -3.430 0.29
H -3.813 2.901 -2.712 0.27
H -4.555 -0.063 -2.612 0.44
H -1.441 0.727 -2.609 0.63
H -5.139 0.284 1.385 0.74
H -5.479 0.546 -0.315 0.62
H -4.601 3.031 0.228 0.34
H -6.277 2.573 0.336 0.38
H 0.473 -1.716 3.904 0.34
H 1.531 -2.770 2.924 0.36
H 1.534 -2.321 5.858 0.52
H 3.092 -2.027 5.141 0.22
H 1.815 -4.627 5.648 0.33
H 3.477 -4.260 5.257 0.30
H 2.343 -4.478 3.955 0.35
H 3.982 -2.244 3.179 -0.85
H 5.407 -0.680 3.867 0.38
H 6.582 -1.214 2.667 0.43
H 5.397 0.087 2.301 0.36
H 5.320 -1.296 -1.523 0.43
H 5.764 -1.717 0.099 0.55
H 4.470 -3.553 -1.922 0.38
H 4.380 -3.894 -0.171 0.31
H 5.927 -3.764 -0.966 0.35
H 2.940 -2.195 -4.058 0.21
H 4.873 0.285 -3.331 0.37
H 1.902 0.952 -3.627 0.28
H 0.728 2.468 -2.527 0.14
N 0.084 5.363 -2.471 0.14
C -0.492 6.277 -3.310 -0.44
C 0.427 7.264 -3.548 -0.47
C 1.605 6.929 -2.825 -0.57
C 1.362 5.751 -2.172 -0.31
H -0.365 4.534 -2.122 0.18
H -1.501 6.150 -3.663 0.37
H 0.273 8.130 -4.170 0.39
H 2.523 7.491 -2.789 0.40
H 1.986 5.161 -1.522 0.35
N -4.168 -3.597 -2.537 0.02
C -5.129 -4.183 -1.759 -0.39
C -4.979 -3.713 -0.482 -1.03
C -3.883 -2.806 -0.491 0.44
C -3.406 -2.755 -1.773 -1.09
H -4.039 -3.763 -3.518 0.19
H -5.833 -4.881 -2.178 0.41
H -5.583 -3.988 0.366 0.40
H -3.486 -2.255 0.345 0.50
H -2.593 -2.196 -2.206 0.59

---

4.
83
Properties=species:S:1:pos:R:3:mulliken_charge:R:1 method="wB97M-V/def2-TZVPD" total_charge=+3 relative_energy_kcal_mol=4.6
Hf -0.665 -1.813 2.491 1.73
N -3.089 -1.988 2.721 -0.55
C -3.474 -2.951 3.812 -1.03
C -2.417 -2.923 4.898 -0.71
N -1.068 -3.249 4.341 0.08
C -0.985 -4.714 4.009 -0.93
C -1.032 -4.955 2.517 -0.62
N -0.053 -4.027 1.886 -0.55
C 0.037 -2.908 5.310 -0.68
C -0.038 -1.469 5.772 -1.22
N -0.271 -0.595 4.587 -0.37
H -3.397 -1.063 3.022 0.23
H -3.660 -2.185 1.902 0.25
H -3.581 -3.943 3.380 0.31
H -4.437 -2.683 4.244 0.58
H -2.681 -3.619 5.697 0.46
H -2.395 -1.924 5.328 0.42
H -1.776 -5.268 4.513 0.34
H -0.038 -5.097 4.390 0.53
H -2.013 -4.742 2.089 0.29
H -0.804 -6.002 2.321 0.54
H -0.008 -4.223 0.891 0.35
H 0.878 -4.237 2.248 0.24
H 0.982 -3.063 4.785 0.47
H 0.012 -3.574 6.174 0.54
H 0.888 -1.216 6.286 0.45
H -0.839 -1.328 6.493 0.43
H 0.629 -0.226 4.285 0.37
H -0.812 0.221 4.857 0.28
C -0.051 6.551 -6.497 -0.82
O 0.351 7.132 -5.247 -0.40
C 0.687 6.351 -4.233 0.82
C 0.689 4.942 -4.289 -0.54
C 1.061 4.226 -3.176 -0.44
C 1.381 4.889 -1.986 0.17
C 1.355 6.292 -1.931 -0.26
C 1.036 7.015 -3.046 -0.75
N 1.631 4.242 -0.786 -0.56
N 1.949 3.041 -0.815 -0.04
C 1.823 2.071 0.097 0.24
C 2.871 1.164 0.327 -0.67
C 2.673 0.046 1.108 -0.63
C 1.436 -0.260 1.656 0.29
O 1.217 -1.458 2.364 -0.65
C 0.372 0.624 1.485 1.07
N -0.879 0.315 2.035 0.29
C -1.832 1.256 2.009 -0.15
C -1.679 2.484 1.408 -1.47
C -0.483 2.758 0.748 -0.25
C 0.561 1.841 0.765 -0.01
H -0.223 7.387 -7.163 0.25
H -0.973 5.984 -6.371 0.35
H 0.739 5.917 -6.898 0.35
H 0.398 4.429 -5.194 0.42
H 1.063 3.142 -3.195 0.55
H 1.617 6.785 -1.004 0.46
H 1.043 8.096 -3.047 0.46
H 3.846 1.378 -0.092 0.54
H 3.501 -0.627 1.306 0.54
H -2.772 1.014 2.495 0.38
H -2.479 3.208 1.440 0.50
H -0.363 3.704 0.234 0.59
S -0.475 -0.393 -4.108 -0.18
C -0.527 -0.997 -2.492 1.21
C 0.533 -1.613 -1.818 -0.97
C 0.368 -2.000 -0.515 -0.68
N -0.774 -1.835 0.190 0.05
C -1.795 -1.233 -0.472 -0.34
C -1.724 -0.817 -1.770 -1.17
C 1.030 -1.061 -4.762 0.56
C 1.243 -2.431 -4.839 -0.18
C 2.385 -2.868 -5.491 -0.40
N 3.262 -2.043 -6.069 -0.51
C 3.032 -0.735 -5.998 -0.42
C 1.933 -0.187 -5.344 -0.34
H 1.483 -1.782 -2.306 0.53
H 1.197 -2.461 0.007 0.54
H -2.713 -1.078 0.082 0.25
H -2.588 -0.362 -2.239 0.56
H 0.532 -3.142 -4.436 0.49
H 2.598 -3.928 -5.573 0.38
H 3.752 -0.093 -6.492 0.38
H 1.786 0.885 -5.310 0.41

---

5.
78
Properties=species:S:1:pos:R:3:lowdin_spin:R:1 method="wB97M-V/def2-TZVPD" spin_multiplicity=4 total_charge=+1 relative_energy_kcal_mol=68.6
Re 2.251 -1.425 0.169 2.01
C 4.701 0.236 -0.794 0.01
C 5.169 -0.770 0.223 0.01
N 4.120 -0.821 1.305 0.04
C 4.151 0.405 2.217 0.00
C 2.729 0.902 2.604 0.00
S 1.603 0.966 1.130 0.04
C 2.288 1.880 -0.305 0.01
C 2.500 1.046 -1.556 0.01
N 3.307 -0.139 -1.251 0.05
H 5.406 0.433 -1.584 0.00
H 4.538 1.161 -0.248 0.00
H 6.133 -0.401 0.573 0.00
H 5.263 -1.827 -0.059 0.00
H 4.398 -1.555 1.977 0.01
H 4.705 1.203 1.669 0.00
H 4.724 0.107 3.145 0.00
H 2.743 1.910 2.993 0.00
H 2.238 0.188 3.295 0.00
H 3.239 2.370 -0.104 0.00
H 1.613 2.652 -0.518 0.00
H 2.914 1.682 -2.376 0.00
H 1.486 0.713 -1.930 0.01
H 3.341 -0.656 -2.146 0.01
C 2.425 -4.437 -4.076 0.02
C 3.564 -3.853 -3.501 0.00
C 3.580 -3.606 -2.157 0.02
C 2.416 -3.761 -1.437 0.02
C 1.220 -4.377 -1.972 0.02
C 1.276 -4.741 -3.304 0.00
N 2.375 -3.295 -0.085 0.12
C 1.842 -4.082 0.941 0.02
C 1.598 -5.459 0.796 0.02
C 0.827 -6.181 1.703 0.00
C 0.154 -5.553 2.773 0.03
C 0.488 -4.208 2.951 0.00
C 1.464 -3.544 2.207 0.06
H 2.445 -4.622 -5.151 0.00
H 4.406 -3.610 -4.216 0.00
H 4.519 -3.285 -1.608 0.00
H 0.396 -4.592 -1.312 0.00
H 0.485 -5.270 -3.787 0.00
H 1.950 -6.003 -0.097 0.00
H 0.759 -7.313 1.615 0.00
H -0.447 -6.024 3.566 0.00
H 0.024 -3.633 3.786 0.00
H 1.899 -2.603 2.530 0.02
O -2.166 4.923 1.553 0.00
S -2.558 3.990 0.425 0.00
C -4.185 3.343 0.903 0.00
C -4.101 2.463 2.114 0.00
C -3.163 1.459 2.160 0.00
C -3.127 0.550 3.206 0.00
C -3.922 0.743 4.328 0.00
C -4.804 1.845 4.326 0.00
C -4.869 2.731 3.240 0.00
C -3.022 5.098 -1.070 0.00
C -3.920 4.487 -2.126 0.00
C -3.505 3.498 -3.085 0.00
C -4.366 2.958 -4.068 0.00
C -5.697 3.490 -4.118 0.00
C -6.100 4.467 -3.233 0.00
C -5.273 4.811 -2.158 0.00
H -4.520 2.800 -0.008 0.00
H -4.913 4.211 1.143 0.00
H -2.547 1.304 1.261 0.00
H -2.537 -0.344 3.183 0.00
H -3.930 0.080 5.141 0.00
H -5.460 2.091 5.182 0.00
H -5.544 3.569 3.186 0.00
H -2.079 5.373 -1.499 0.00
H -3.444 6.026 -0.513 0.00
H -2.474 3.364 -3.130 0.00
H -4.123 2.137 -4.707 0.00
H -6.371 3.160 -4.922 0.00
H -7.086 4.902 -3.255 0.00
H -5.665 5.445 -1.357 0.00
S 0.251 -1.182 -0.695 0.44

---

6.
76
Properties=species:S:1:pos:R:3:nbo_charge:R:1 method="wB97M-V/def2-TZVPD" e_tot_ha=-2836.454812 total_charge=+3
Ti -1.174 -0.374 1.430 1.46
C -1.371 -0.982 3.631 -0.29
C -2.178 0.160 3.437 -0.30
C -3.250 -0.199 2.574 -0.27
C -3.084 -1.541 2.203 -0.25
C -1.901 -2.026 2.828 -0.34
H -0.590 -1.074 4.367 0.28
H -2.079 1.096 3.962 0.29
H -4.098 0.420 2.332 0.28
H -3.784 -2.129 1.633 0.29
H -1.573 -3.052 2.823 0.29
C 2.393 -0.330 -3.279 -0.66
C 1.101 -0.690 -3.981 -0.03
C 1.055 -0.954 -5.348 -0.18
C -0.138 -1.285 -5.980 -0.14
C -1.328 -1.361 -5.262 -0.20
C -1.323 -1.098 -3.902 -0.17
C -0.114 -0.759 -3.309 -0.37
Sb 0.039 -0.242 -1.275 1.38
C 0.165 1.863 -1.194 -0.44
C 0.745 2.369 -0.020 -0.24
C 0.956 3.727 0.150 -0.21
C 0.619 4.587 -0.888 -0.14
C 0.044 4.090 -2.050 -0.17
C -0.216 2.729 -2.231 0.00
C -0.926 2.278 -3.487 -0.65
C -2.089 -0.494 -0.494 -0.67
C -2.553 -1.764 -0.939 -0.08
C -3.872 -1.954 -1.291 -0.23
C -4.759 -0.878 -1.198 -0.07
C -4.345 0.362 -0.714 -0.21
C -3.024 0.570 -0.350 0.03
C -2.600 1.877 0.267 -0.60
H 3.236 -0.352 -3.967 0.28
H 2.623 -1.042 -2.477 0.22
H 2.357 0.683 -2.856 0.23
H 1.974 -0.901 -5.921 0.25
H -0.139 -1.491 -7.043 0.25
H -2.255 -1.618 -5.757 0.25
H -2.244 -1.147 -3.339 0.20
H 1.039 1.699 0.769 0.19
H 1.395 4.114 1.063 0.24
H 0.802 5.651 -0.787 0.26
H -0.225 4.778 -2.847 0.25
H -1.544 3.084 -3.881 0.25
H -1.572 1.420 -3.306 0.21
H -0.222 1.997 -4.275 0.25
H -1.857 -2.589 -1.042 0.23
H -4.213 -2.918 -1.649 0.27
H -5.795 -1.012 -1.493 0.27
H -5.063 1.171 -0.621 0.26
H -3.441 2.366 0.752 0.27
H -2.191 2.551 -0.487 0.29
H -1.801 1.787 1.024 0.17
C 4.158 0.159 2.925 -0.08
N 3.150 0.019 3.989 -0.41
C 3.171 -1.354 4.508 -0.08
N 2.959 -2.341 3.439 -0.41
C 3.972 -2.161 2.389 -0.08
N 3.943 -0.802 1.834 -0.42
C 2.770 -0.526 1.061 -0.45
P 1.230 -0.650 2.165 0.59
C 1.849 0.462 3.582 -0.44
C 1.626 -2.356 2.926 -0.42
H 5.137 -0.032 3.357 0.24
H 4.146 1.175 2.535 0.22
H 2.405 -1.470 5.275 0.21
H 4.141 -1.538 4.961 0.24
H 3.816 -2.892 1.596 0.22
H 4.952 -2.330 2.827 0.24
H 2.657 -1.247 0.250 0.23
H 2.818 0.472 0.635 0.24
H 1.146 0.454 4.412 0.23
H 1.903 1.475 3.188 0.24
H 1.531 -3.095 2.134 0.24
H 0.907 -2.591 3.709 0.23